Version 1
DFT (the ωB97M-V functional and the def2-TZVPD basis) results for C3H8O3 in the gas phase.

* M: 92.1 g mol⁻¹
* charge: 0

Each line ends with the natural charge from an NBO analysis.
Element x y z (Å)
C (-0.25315, -1.20813, -0.34638)  -0.1313
C (-0.26958, -0.11401, 0.67414)  0.0676
C (0.97744, 0.71519, 0.74047)  -0.1095
H (-0.04575, 0.17240, -1.70475)  0.5027
H (0.59607, -1.87585, -0.65124)  0.1942
H (-0.92583, -1.94448, -0.22792)  0.1868
H (-0.04082, -0.39078, 1.86224)  0.1261
H (-1.92181, -0.04631, -0.39263)  0.5295
H (0.89548, 1.59109, 1.55347)  0.1931
H (1.96252, 0.11282, 0.77110)  0.2143
H (0.22987, 1.67911, -0.50304)  0.4486
O (-0.79442, -0.47860, -1.48753)  -0.7563
O (-1.36140, 0.51463, 0.34715)  -0.7402
O (0.95137, 1.27293, -0.63508)  -0.7256

Version 2
DFT (the ωB97M-V functional and the def2-TZVPD basis) results for 2 unconnected molecules or ions with the total composition C3H8O3.

* M: 92.1 g mol⁻¹
* charge: 0

Each line ends with the natural charge from an NBO analysis.
Element x y z (Å)
O (-1.06975, 0.48230, -0.06062)  -0.6122
O (-0.03586, 2.13167, -1.18441)  -0.6852
C (-0.15234, 0.83845, -0.78251)  0.7927
C (0.51542, -1.50380, -1.06629)  -0.6009
C (0.82390, -0.09945, -1.37351)  -0.5220
H (-0.71316, 2.66246, -0.68287)  0.5015
H (1.27215, -2.18579, -1.48919)  0.2134
H (-0.48176, -1.83058, -1.40606)  0.2242
H (0.55311, -1.57511, 0.03376)  0.2143
H (1.81884, 0.26226, -1.04989)  0.2384
H (0.76569, 0.01442, -2.47309)  0.2355
O (-1.25601, 0.63015, 3.91448)  -0.9445
H (-1.20981, 0.14869, 3.05756)  0.4779
H (-0.83043, 0.02432, 4.56264)  0.4669

Which structure loses on stability? version 1 does.

Version 1
DFT (the ωB97M-V functional and the def2-TZVPD basis) results for 12 unconnected molecules or ions with the total composition C5H36N2O12.

* M: 316.3 g mol⁻¹
* charge: 0

Each line ends with the natural charge from an NBO analysis.
Element x y z (Å)
N (1.29916, -0.86278, 2.23518)  -0.9117
C (0.04579, -1.29703, 1.65586)  -0.2187
C (-0.30795, -0.59292, 0.32574)  -0.2633
N (0.57679, -0.98839, -0.74787)  -0.6728
C (1.91507, 1.07065, -1.54861)  -0.6479
C (0.85063, -0.02856, -1.82228)  -0.0850
C (1.45310, -0.85839, -2.97473)  -0.0687
O (0.38230, -1.39676, -3.78957)  -0.7474
H (1.74748, -1.41782, 2.95543)  0.3818
H (1.87175, -0.28873, 1.64454)  0.3938
H (-0.82955, -1.26449, 2.33737)  0.1982
H (0.15634, -2.39989, 1.55048)  0.1707
H (-1.33545, -1.06960, 0.23539)  0.2328
H (-0.38029, 0.46785, 0.59851)  0.1865
H (1.48469, -1.14766, -0.31165)  0.3866
H (1.43387, 1.78051, -0.83783)  0.2284
H (2.12889, 1.59649, -2.45472)  0.2023
H (2.89882, 0.80246, -1.19182)  0.2101
H (-0.00852, 0.54427, -2.28882)  0.2196
H (2.12433, -0.17592, -3.50141)  0.1664
H (2.07121, -1.67243, -2.60902)  0.1735
H (0.52083, -1.00072, -4.65401)  0.4889
H (4.03339, -2.48148, 0.79441)  0.4784
H (3.98209, -1.91525, -0.60552)  0.4643
O (3.43813, -2.03386, 0.18140)  -0.9346
H (-4.31823, 0.74626, 1.07951)  0.4650
H (-2.95792, 0.28006, 1.51751)  0.4958
O (-3.60617, 0.16274, 0.79205)  -0.9697
H (-1.15045, 2.71857, 0.90001)  0.4684
H (-2.08574, 2.02477, -0.16623)  0.5189
O (-2.07022, 2.51482, 0.68851)  -1.0146
H (-3.21436, 2.44410, 2.36365)  0.5094
H (-2.34195, 1.61785, 3.41242)  0.4742
O (-3.18541, 1.59915, 2.94734)  -0.9797
H (0.15923, 3.72476, 2.43030)  0.4584
H (1.18716, 2.66136, 2.62373)  0.4900
O (1.04022, 3.49298, 2.11041)  -0.9807
H (-0.68147, -3.35805, -0.94028)  0.4807
H (-0.87021, -2.32698, -2.06344)  0.4717
O (-1.34447, -2.90121, -1.46757)  -0.9481
H (-2.06996, 0.81176, -2.19425)  0.5121
H (-2.90258, 2.14847, -2.32175)  0.4849
O (-2.19025, 1.71531, -1.84864)  -0.9789
H (4.21942, 1.62384, 0.76390)  0.4707
H (4.77839, 0.50342, 0.04899)  0.4596
O (4.12331, 0.65785, 0.75302)  -0.9234
H (0.83820, 0.61449, 3.54181)  0.5175
H (1.84548, 1.68216, 4.33412)  0.4894
O (1.00778, 1.50412, 3.90655)  -1.0024
H (-2.69896, -2.55789, 0.18414)  0.4894
H (-4.04815, -2.27288, 0.95636)  0.4853
O (-3.17278, -2.66046, 1.01535)  -0.9750
H (-1.24206, -0.99113, -3.05864)  0.4988
H (-2.59737, -1.03169, -4.01699)  0.4963
O (-2.00337, -0.51810, -3.46835)  -0.9964

Version 2
DFT (the ωB97M-V functional and the def2-TZVPD basis) results for 12 unconnected molecules or ions with the total composition C5H36N2O12.

* M: 316.3 g mol⁻¹
* charge: 0

Each line ends with the natural charge from an NBO analysis.
Element x y z (Å)
C (-2.97562, 0.75686, 0.92079)  -0.6246
C (-1.55725, 0.57399, 0.36534)  -0.0600
C (-1.65014, -0.21241, -0.95252)  -0.4280
C (-0.27181, -0.54948, -1.52407)  -0.0633
O (0.30289, -1.61866, -0.77354)  -0.8015
N (-0.83204, 1.81586, 0.23572)  -0.6611
C (-0.36128, 2.30879, 1.52290)  -0.0423
N (1.09294, 2.05082, 1.60077)  -0.8994
H (-3.47913, -0.19673, 0.88479)  0.1971
H (-2.90992, 1.14767, 1.92971)  0.1996
H (-3.51773, 1.34769, 0.16989)  0.2184
H (-1.05089, -0.05286, 1.11028)  0.2073
H (-2.22522, -1.13554, -0.83949)  0.2176
H (-2.23159, 0.24919, -1.75847)  0.2115
H (0.40157, 0.26810, -1.29923)  0.1940
H (-0.45077, -0.94752, -2.52109)  0.1808
H (-0.22865, -2.33350, -0.40583)  0.5181
H (-1.23511, 2.61032, -0.23540)  0.3901
H (-0.50977, 3.38447, 1.67337)  0.1610
H (-0.96513, 1.76902, 2.25616)  0.1678
H (1.44661, 2.45954, 0.74107)  0.3926
H (1.51012, 2.31071, 2.48275)  0.3711
H (-3.13112, 1.95868, -2.73765)  0.4820
H (-3.32000, 3.39614, -2.45145)  0.4669
O (-2.80221, 2.64331, -2.14094)  -0.9442
H (2.47610, -1.76799, 4.29760)  0.4827
H (2.32342, -1.54841, 2.67281)  0.5069
O (2.54599, -2.13891, 3.42269)  -1.0004
H (3.20831, 0.44313, 0.01978)  0.4610
H (3.35994, -0.97859, 0.60947)  0.4848
O (3.40217, -0.47028, -0.19784)  -0.9467
H (1.97218, -2.45910, -2.23031)  0.4885
H (2.93790, -2.13447, -3.33626)  0.4659
O (2.04632, -2.47252, -3.19745)  -0.9546
H (0.72147, -1.95653, 3.56803)  0.4921
H (-0.57339, -1.14306, 3.92749)  0.4666
O (-0.12032, -1.97087, 4.06284)  -0.9845
H (1.51799, 4.42175, -0.76268)  0.4738
H (0.80494, 3.71954, -1.87038)  0.4880
O (1.46161, 3.56873, -1.19191)  -0.9525
H (-0.29397, 1.30610, -4.27477)  0.4769
H (-0.85949, -0.01779, -4.32576)  0.4685
O (-1.06791, 0.85360, -3.96704)  -0.9398
H (1.04476, -0.79397, 0.62389)  0.5142
H (1.65437, 0.21799, 1.47761)  0.4908
O (1.37990, -0.74130, 1.53742)  -1.0392
H (-2.98443, -2.73568, 0.89568)  0.4635
H (-2.26016, -4.01161, 0.99207)  0.4794
O (-2.42621, -3.30958, 0.35616)  -0.9388
H (0.25425, -3.82453, 2.51120)  0.4835
H (1.37721, -3.77973, 1.50561)  0.4768
O (0.42282, -3.89505, 1.56590)  -0.9591
H (2.14287, 1.69572, -1.73891)  0.4706
H (2.16554, 0.48364, -2.56314)  0.4726
O (2.31709, 1.43532, -2.64369)  -0.9429

Which structure loses on stability? version 1 does.

Version 1
DFT (the ωB97M-V functional and the def2-TZVPD basis) results for 3 unconnected molecules or ions with the total composition C3H14NO2.

* M: 96.1 g mol⁻¹
* charge: +1

Each line ends with the natural charge from an NBO analysis.
Element x y z (Å)
C (-0.82551, -0.70398, -1.56438)  -0.6237
C (-0.85326, 0.48575, -0.63152)  -0.2207
N (0.29691, 0.58672, 0.31443)  -0.5260
C (0.85650, 1.97076, 0.46868)  -0.4101
H (-0.88885, -1.69937, -1.14631)  0.2268
H (-1.62051, -0.55216, -2.29378)  0.2486
H (0.08928, -0.63281, -2.16197)  0.2121
H (-0.75188, 1.34202, -1.29921)  0.2103
H (-1.77300, 0.57602, -0.06315)  0.2376
H (1.07391, 0.01909, -0.05552)  0.4635
H (0.05688, 0.18592, 1.21646)  0.4500
H (0.98158, 2.39735, -0.52002)  0.2273
H (1.76845, 1.90391, 1.03582)  0.2337
H (0.12194, 2.56162, 1.01200)  0.2275
H (-2.13237, -0.45118, 2.74311)  0.4934
H (-1.29349, -1.67086, 2.39123)  0.4884
O (-1.66992, -0.86544, 2.01153)  -0.9688
H (1.84619, -2.40733, -0.03190)  0.5051
H (2.64465, -1.53120, -1.09659)  0.5039
O (2.07251, -1.51484, -0.32891)  -0.9790

Version 2
DFT (the ωB97M-V functional and the def2-TZVPD basis) results for 3 unconnected molecules or ions with the total composition C3H14NO2.

* M: 96.1 g mol⁻¹
* charge: +1

Each line ends with the natural charge from an NBO analysis.
Element x y z (Å)
C (0.81302, 1.20949, 1.85006)  -0.6331
C (0.96996, 0.51863, 0.49101)  -0.2020
N (-0.36279, -0.11398, 0.06358)  -0.5377
C (-0.91203, -1.11504, 1.03776)  -0.5046
H (1.88505, 1.23920, 2.16879)  0.2484
H (0.38813, 2.19307, 1.83324)  0.2349
H (0.19682, 0.59736, 2.48658)  0.2160
H (1.25504, 1.20975, -0.35146)  0.2364
H (1.67618, -0.28301, 0.58497)  0.2072
H (-0.27486, -0.72780, -0.75490)  0.4721
H (-1.04181, 0.61320, -0.20758)  0.4688
H (-0.68527, -2.18116, 0.81643)  0.2551
H (-1.96353, -1.40746, 0.78923)  0.2508
H (-1.05249, -0.81431, 2.11727)  0.2529
H (-2.61221, 0.65909, -2.15177)  0.5119
H (-1.14353, 1.17390, -2.73240)  0.5129
O (-1.67780, 0.81469, -2.02019)  -1.0052
H (1.81451, -0.80897, -2.68422)  0.5116
H (1.54476, -1.60039, -1.27955)  0.4823
O (1.18284, -1.17625, -2.05688)  -0.9785

Version 3
DFT (the ωB97M-V functional and the def2-TZVPD basis) results for 3 unconnected molecules or ions with the total composition C3H14NO2.

* M: 96.1 g mol⁻¹
* charge: +1

Each line ends with the natural charge from an NBO analysis.
Element x y z (Å)
C (-0.82713, 0.15641, -0.35144)  -0.1975
C (0.22192, -0.89723, -0.72855)  -0.4119
C (-0.44173, -1.81209, -1.76137)  -0.6201
N (-0.32656, 1.02665, 0.78414)  -0.7027
H (-1.76508, -0.23470, 0.02620)  0.2225
H (-1.02156, 0.87476, -1.14283)  0.2190
H (1.08459, -0.35839, -1.12162)  0.2127
H (0.54557, -1.36987, 0.19605)  0.2104
H (-0.98154, -1.29909, -2.55310)  0.2225
H (-1.08545, -2.55979, -1.30552)  0.2252
H (0.34718, -2.37351, -2.26492)  0.2343
H (0.51022, 1.58650, 0.54956)  0.4596
H (0.06131, 0.49074, 1.58718)  0.4612
H (-1.01572, 1.67714, 1.11063)  0.4268
H (-0.68840, -0.98956, 3.62637)  0.4954
H (0.15009, -1.87056, 2.79299)  0.4941
O (-0.28160, -1.01628, 2.76333)  -0.9711
H (2.03064, 3.51226, -0.20262)  0.4955
H (1.90964, 2.70738, -1.45508)  0.4982
O (1.57361, 2.74924, -0.54939)  -0.9739

Which structure loses on stability? version 2 does.

Version 1
DFT (the ωB97M-V functional and the def2-TZVPD basis) results for 2 unconnected molecules or ions with the total composition CH4NO2Si.

* M: 90.1 g mol⁻¹
* charge: -1

Each line ends with the natural charge from an NBO analysis.
Element x y z (Å)
C (1.10105, 0.55530, 2.33147)  0.6212
N (1.25115, 0.21108, -1.00799)  -1.3045
O (0.47157, 0.98799, 1.29614)  -0.8144
O (0.94834, 0.95491, 3.50777)  -0.7445
Si (0.60088, -1.33365, -1.54177)  0.7715
H (0.85209, 0.59129, -0.19689)  0.4368
H (2.17513, 0.04805, -0.61084)  0.3614
H (1.79206, -0.24972, 1.99517)  0.0137
H (1.69897, -2.25471, -1.17287)  -0.3411

Version 2
DFT (the ωB97M-V functional and the def2-TZVPD basis) results for a gas-phase ion, CH4NO2Si (charge -1).

* M: 90.1 g mol⁻¹
* charge: -1

Each line ends with the natural charge from an NBO analysis.
Element x y z (Å)
C (0.59543, -1.53089, -0.39639)  0.5383
N (-0.97386, 0.85368, 0.81435)  -1.3231
O (1.25349, -1.63770, -1.44939)  -0.7907
O (0.17245, -2.38999, 0.38468)  -0.7681
Si (0.30674, 0.48867, -0.23980)  1.0496
H (-1.00246, 1.81462, 1.11516)  0.3633
H (-1.62188, 0.26450, 1.21010)  0.3933
H (1.65374, 1.17113, -0.03157)  -0.2193
H (-0.38366, 0.96597, -1.40714)  -0.2433

Which structure loses on stability? version 1 does.